Version a
14
Properties=species:S:1:pos:R:3 method="wB97M-V/def2-TZVPD" total_charge=+1 smiles=CN[n+]1ccoc1 multiplicity=1 e_lumo_ha=-0.15616 gap_ev=10.0
C 0.619 -1.091 1.668
N -0.099 -1.275 0.397
N -0.314 -0.077 -0.323
C 0.172 1.233 -0.138
C -0.130 1.903 -1.266
O -0.938 1.065 -2.050
C -0.925 -0.114 -1.506
H 1.798 -0.993 1.623
H 0.328 -0.117 2.083
H 0.293 -1.943 2.273
H 0.202 -2.061 -0.238
H 0.678 1.546 0.738
H -0.267 2.948 -1.441
H -1.418 -1.024 -1.819

Version b
14
Properties=species:S:1:pos:R:3 method="wB97M-V/def2-TZVPD" total_charge=+1 multiplicity=1 e_lumo_ha="-0.22003 / -0.21273" gap_ev="8.9 / 8.0"
C 1.562 1.603 0.020
C 0.336 -0.330 0.014
C -2.015 0.288 -0.154
C -1.063 -0.835 0.170
N 0.557 0.986 0.184
N 2.660 -0.623 -0.086
O 1.429 -1.060 -0.086
H 2.226 2.328 -0.221
H -1.651 1.260 0.142
H -2.910 0.169 0.571
H -2.218 0.324 -1.206
H -1.081 -1.754 -0.585
H -1.288 -1.178 1.114
H 3.456 -1.180 0.122

Version c
14
Properties=species:S:1:pos:R:3 method="wB97M-V/def2-TZVPD" total_charge=+1 multiplicity=1 e_lumo_ha=-0.14982 gap_ev=9.9
C 2.191 -0.738 0.584
C -1.588 -0.258 0.262
C -1.386 -1.682 0.250
C 0.131 1.944 0.272
N 1.208 -0.128 0.488
N 0.174 0.501 0.276
O -2.343 0.603 0.218
H 3.059 -1.286 0.820
H -2.350 -2.187 0.350
H -0.720 -2.016 1.046
H -0.936 -1.969 -0.706
H 0.170 2.349 1.287
H 0.955 2.351 -0.315
H -0.810 2.248 -0.188

Version d
14
Properties=species:S:1:pos:R:3 method="wB97M-V/def2-TZVPD" total_charge=+1 multiplicity=1 e_lumo_ha="-0.21099 / -0.21148" gap_ev="8.2 / 8.1"
C -1.363 -1.674 -0.581
N -0.503 -0.862 -0.504
N -0.201 0.084 0.331
C -1.260 0.399 1.276
C 0.909 0.823 0.048
C 1.717 0.272 -0.972
O 1.170 -0.745 -1.580
H -1.738 -2.465 -1.319
H -1.218 -0.421 2.042
H -2.148 0.236 0.729
H -1.261 1.349 1.839
H 1.008 1.599 0.805
H 2.870 0.145 -0.448
H 2.019 1.259 -1.665

Energy ordering: version a at the bottom, the next structure 113.7 kJ/mol above.

Version a
23
Properties=species:S:1:pos:R:3 method="wB97M-V/def2-TZVPD" smiles=CCCC.O.O.O multiplicity=1 e_lumo_ha=0.01641 gap_ev=11.4
C -0.516 -1.465 1.470
C -1.013 -2.186 0.132
C -0.529 -1.322 -1.120
C -1.431 -0.031 -1.501
H 0.583 -1.244 1.499
H -0.662 -2.110 2.325
H -0.917 -0.580 1.536
H -2.044 -2.277 0.060
H -0.570 -3.100 -0.032
H -0.598 -1.843 -2.075
H 0.463 -0.965 -0.965
H -1.062 0.636 -2.222
H -1.807 0.557 -0.666
H -2.349 -0.286 -2.120
O 2.527 0.706 2.827
H 1.863 1.231 2.944
H 2.557 0.802 1.873
O 1.648 1.326 0.291
H 2.441 1.899 0.357
H 1.129 1.593 -0.394
O 0.290 2.856 -1.280
H -0.335 3.406 -0.913
H 0.332 2.397 -2.028

Version b
23
Properties=species:S:1:pos:R:3 method="wB97M-V/def2-TZVPD" smiles=CCCC.O.O.O multiplicity=1 e_lumo_ha=0.01312 gap_ev=11.2
C -0.793 -0.461 -2.331
C -1.203 -1.297 -1.093
C 0.012 -1.521 -0.128
C -0.178 -2.766 0.749
H -0.442 -1.080 -3.165
H -1.719 -0.030 -2.727
H -0.141 0.377 -2.067
H -1.838 -0.664 -0.459
H -1.761 -2.198 -1.361
H 0.950 -1.645 -0.654
H 0.244 -0.560 0.353
H -0.945 -3.386 0.300
H 0.718 -3.359 0.823
H -0.406 -2.418 1.759
O -0.664 2.475 2.082
H -1.150 1.683 2.327
H -1.349 3.147 1.970
O 1.782 3.449 -0.530
H 1.185 2.970 0.027
H 2.476 2.839 -0.803
O 1.709 1.305 1.946
H 2.525 1.356 1.463
H 0.990 1.784 1.518

Energy ordering: version b at the bottom, the next structure 174.0 kJ/mol above.

Version a
17
Properties=species:S:1:pos:R:3 method="wB97M-V/def2-TZVPD" total_charge=-1 multiplicity=1 e_lumo_ha=0.14725 gap_ev=9.0
C -1.415 -0.867 -0.854
O -0.183 -0.506 -0.262
H -1.483 -1.940 -1.132
H -2.256 -0.707 -0.156
H -1.482 -0.257 -1.754
H 0.743 2.720 -0.347
H 0.745 1.934 -1.554
O 0.385 2.768 -1.237
H -0.870 0.332 1.074
H -0.639 0.212 2.506
O -1.203 0.731 1.927
H 2.167 -0.812 -0.711
H 1.107 -0.211 -1.281
O 2.108 -0.152 -1.447
H -0.030 -1.215 0.966
H -0.269 -2.652 1.403
O 0.258 -1.916 1.743

Version b
17
Properties=species:S:1:pos:R:3 method="wB97M-V/def2-TZVPD" total_charge=-1 multiplicity=1 e_lumo_ha=0.14553 gap_ev=9.2
C -0.984 0.270 -1.408
O -0.095 -0.180 -0.436
H -1.992 0.494 -1.016
H -0.641 1.230 -1.817
H -1.167 -0.477 -2.196
H 0.663 2.399 0.738
H -0.735 1.919 1.320
O -0.214 2.684 0.994
H -0.752 0.002 0.651
H -0.717 -0.189 2.225
O -1.369 0.167 1.619
H 2.905 -0.498 0.118
H 1.531 0.052 -0.462
O 2.513 0.154 -0.462
H 0.050 -1.908 -0.440
H -0.757 -3.143 -0.206
O 0.133 -2.891 -0.442

Energy ordering: version b at the bottom, the next structure 57.9 kJ/mol above.

Version a
113
Properties=species:S:1:pos:R:3 method="wB97M-V/def2-TZVPD" total_charge=-1 multiplicity=4 e_lumo_ha="0.06469 / 0.06456" gap_ev="5.1 / 6.5"
V -0.463 1.071 0.451
C -1.609 -1.108 -2.376
C -2.037 -1.498 -1.002
C -2.840 -2.593 -0.645
C -2.950 -2.528 0.731
C -3.689 -3.436 1.658
N -2.259 -1.449 1.138
N -1.681 -0.825 0.085
B -2.042 -0.928 2.577
N -0.546 -0.986 2.928
N 0.348 -0.222 2.250
C 1.551 -0.513 2.729
C 2.786 0.105 2.168
C 1.436 -1.471 3.752
C 0.088 -1.747 3.841
C -0.625 -2.702 4.742
N -2.545 0.522 2.675
N -1.929 1.521 1.994
C -2.511 2.660 2.359
C -2.140 3.998 1.810
C -3.522 2.390 3.296
C -3.504 1.023 3.476
C -4.352 0.184 4.375
H -2.141 -1.713 -3.114
H -0.537 -1.259 -2.507
H -1.816 -0.055 -2.564
H -3.291 -3.320 -1.302
H -4.217 -4.192 1.077
H -4.416 -2.893 2.261
H -3.012 -3.946 2.347
H -2.672 -1.614 3.330
H 2.542 0.692 1.284
H 3.497 -0.670 1.878
H 3.261 0.768 2.893
H 2.230 -1.918 4.328
H 0.095 -3.178 5.406
H -1.135 -3.482 4.174
H -1.375 -2.197 5.351
H -2.122 3.978 0.720
H -1.149 4.302 2.144
H -2.871 4.737 2.142
H -4.171 3.103 3.778
H -5.078 0.822 4.878
H -3.755 -0.322 5.135
H -4.894 -0.583 3.819
S 1.552 -2.456 0.037
C 2.085 -2.615 -1.503
N 1.470 -3.403 -2.422
C 1.867 -3.387 -3.817
C 2.272 -1.984 -4.188
N 3.378 -1.603 -3.325
C 4.391 -0.701 -3.859
C 5.760 -1.332 -3.977
C 5.922 -2.518 -4.684
C 7.176 -3.091 -4.829
C 8.287 -2.474 -4.271
C 8.134 -1.289 -3.566
C 6.876 -0.725 -3.416
C 3.293 -1.813 -1.992
S 4.426 -1.265 -0.937
C 0.392 -4.288 -2.007
C 0.848 -5.481 -1.199
C 1.935 -6.250 -1.595
C 2.327 -7.355 -0.852
C 1.627 -7.702 0.295
C 0.542 -6.936 0.698
C 0.159 -5.827 -0.043
H 1.015 -3.705 -4.418
H 2.700 -4.075 -4.010
H 1.430 -1.291 -4.075
H 2.614 -1.955 -5.222
H 4.436 0.197 -3.240
H 4.050 -0.411 -4.854
H 5.055 -3.004 -5.118
H 7.287 -4.018 -5.377
H 9.268 -2.920 -4.379
H 8.994 -0.810 -3.117
H 6.747 0.181 -2.836
H -0.110 -4.627 -2.917
H -0.322 -3.720 -1.418
H 2.494 -5.978 -2.484
H 3.182 -7.941 -1.165
H 1.935 -8.560 0.880
H 0.005 -7.188 1.603
H -0.661 -5.199 0.286
I 1.458 1.111 -1.872
C 0.148 2.413 -2.875
C 0.626 3.019 -4.002
C -0.229 3.848 -4.760
C -1.531 3.996 -4.385
C -2.039 3.352 -3.228
C -3.411 3.446 -2.898
C -3.886 2.772 -1.810
C -3.009 2.049 -0.974
C -1.641 1.958 -1.176
C -1.182 2.574 -2.391
H 1.648 2.860 -4.319
H 0.153 4.344 -5.644
H -2.208 4.603 -4.976
H -4.065 4.036 -3.531
H -4.944 2.812 -1.568
H -3.445 1.567 -0.103
F 2.715 6.204 2.589
C 2.066 5.103 2.097
C 1.717 5.067 0.765
C 1.060 3.934 0.286
C 0.725 2.820 1.075
C 1.110 2.949 2.422
C 1.771 4.059 2.946
H 1.949 5.910 0.125
H 0.777 3.950 -0.765
H 0.859 2.155 3.120
H 2.050 4.122 3.992

Version b
113
Properties=species:S:1:pos:R:3 method="wB97M-V/def2-TZVPD" total_charge=-1 multiplicity=4 e_lumo_ha="0.07868 / 0.05257" gap_ev="5.1 / 6.3"
V 0.777 0.156 0.252
C 0.229 1.339 -4.158
C -0.358 0.154 -3.436
C 0.275 -1.057 -3.486
C 0.167 -2.191 -2.654
C 0.495 -3.548 -3.221
N -0.066 -2.079 -1.318
N -0.092 -0.881 -0.755
B 0.240 -3.146 -0.212
N 1.613 -2.735 0.413
N 1.947 -1.440 0.704
C 3.177 -1.459 1.207
C 3.910 -0.208 1.565
C 3.648 -2.772 1.265
C 2.622 -3.546 0.756
C 2.536 -5.030 0.622
N -0.842 -3.106 0.877
N -0.570 -2.728 2.151
C -1.687 -2.910 2.830
C -1.744 -2.561 4.284
C -2.701 -3.440 2.000
C -2.111 -3.551 0.760
C -2.663 -4.010 -0.550
H 0.317 1.139 -5.232
H 1.234 1.545 -3.776
H -0.361 2.243 -4.030
H 0.992 -1.168 -4.305
H 0.518 -3.485 -4.308
H -0.255 -4.291 -2.947
H 1.462 -3.930 -2.875
H 0.313 -4.252 -0.681
H 3.269 0.672 1.535
H 4.726 -0.035 0.860
H 4.328 -0.285 2.570
H 4.601 -3.114 1.635
H 3.450 -5.483 1.006
H 2.405 -5.332 -0.418
H 1.688 -5.423 1.185
H -0.740 -2.339 4.642
H -2.159 -3.382 4.874
H -2.362 -1.676 4.457
H -3.717 -3.689 2.263
H -3.711 -4.286 -0.438
H -2.115 -4.877 -0.930
H -2.591 -3.223 -1.305
S -3.726 2.030 -0.695
C -3.581 2.316 -2.333
N -4.250 3.382 -2.945
C -3.703 3.787 -4.231
C -3.674 2.579 -5.124
N -2.809 1.566 -4.550
C -2.764 0.347 -5.375
C -4.131 -0.287 -5.536
C -4.788 -0.831 -4.432
C -6.035 -1.418 -4.579
C -6.642 -1.475 -5.829
C -5.997 -0.935 -6.930
C -4.748 -0.341 -6.779
C -2.779 1.470 -3.174
S -1.780 0.281 -2.380
C -4.666 4.482 -2.089
C -5.969 4.256 -1.355
C -6.250 5.003 -0.219
C -7.452 4.842 0.454
C -8.390 3.926 -0.007
C -8.115 3.184 -1.147
C -6.913 3.352 -1.820
H -2.703 4.230 -4.124
H -4.365 4.529 -4.679
H -3.301 2.836 -6.120
H -4.696 2.199 -5.232
H -2.076 -0.359 -4.919
H -2.364 0.620 -6.354
H -4.315 -0.796 -3.457
H -6.532 -1.841 -3.715
H -7.613 -1.941 -5.942
H -6.463 -0.973 -7.907
H -4.244 0.084 -7.641
H -4.806 5.343 -2.747
H -3.877 4.731 -1.372
H -5.511 5.703 0.156
H -7.651 5.420 1.347
H -9.321 3.784 0.527
H -8.836 2.461 -1.510
H -6.687 2.757 -2.697
I -0.104 2.876 -0.192
C 1.875 3.328 -0.690
C 2.279 4.628 -0.660
C 3.584 4.957 -1.104
C 4.388 3.988 -1.619
C 3.961 2.634 -1.675
C 4.765 1.640 -2.281
C 4.314 0.353 -2.340
C 3.095 -0.011 -1.723
C 2.274 0.880 -1.062
C 2.702 2.252 -1.131
H 1.607 5.405 -0.320
H 3.921 5.985 -1.056
H 5.371 4.237 -2.005
H 5.726 1.919 -2.699
H 4.915 -0.408 -2.826
H 2.815 -1.061 -1.753
F -1.613 1.585 5.887
C -1.052 1.219 4.696
C -1.876 0.962 3.619
C -1.287 0.590 2.417
C 0.109 0.475 2.231
C 0.869 0.741 3.376
C 0.314 1.108 4.605
H -2.950 1.054 3.725
H -1.954 0.376 1.583
H 1.951 0.656 3.342
H 0.927 1.296 5.478

Energy ordering: version a at the bottom, the next structure 440.2 kJ/mol above.